Entry 1:
Computed, not measured: a structure of composition C16H30MgO7, with the ωB97M-V functional and the def2-TZVPD basis.

Last column: natural (NBO) charge in e.
Atoms and positions in Å:
Mg 0.9410 -5.3888 0.5344  0.63
C 6.9518 -2.3979 -0.1390  -0.63
C 5.4140 -2.2145 0.0320  -0.11
O 4.8152 -3.4518 0.4888  -0.55
H 7.2125 -2.9774 -1.0246  0.20
H 7.3826 -2.8875 0.7344  0.22
H 7.4293 -1.4367 -0.3290  0.20
H 4.8752 -1.8506 -0.8429  0.19
H 5.2190 -1.4135 0.7450  0.15
C -0.9510 0.1889 1.6341  -0.62
C -1.8088 -1.0484 1.9208  -0.09
O -1.1087 -2.2069 1.9753  -0.54
H -0.3259 0.0247 0.7563  0.21
H -0.2899 0.3604 2.4835  0.21
H -1.5936 1.0505 1.4532  0.20
H -2.3894 -1.0631 0.9984  0.19
H -2.4945 -0.8509 2.7448  0.14
C 2.7431 4.8811 6.7745  -0.43
C 3.3440 6.2394 6.8451  -0.44
C 2.8719 7.0065 5.7364  -0.06
O 1.7558 6.3148 5.2695  -0.54
C 1.4709 5.0494 5.8698  -0.05
H 2.3696 4.5890 7.7560  0.21
H 3.3618 4.0465 6.4447  0.21
H 4.4293 6.1591 6.9062  0.22
H 3.0727 6.7956 7.7424  0.20
H 3.6666 7.1047 4.9969  0.16
H 2.7483 8.0398 6.0606  0.17
H 1.4530 4.3253 5.0552  0.18
H 0.5600 5.0606 6.4683  0.17
O -9.0912 -3.0926 -1.2752  -0.58
C -8.7285 -1.9875 -1.7488  0.77
O -9.5242 -0.9577 -1.7965  -0.47
C -8.8449 0.1858 -2.3654  -0.08
C -7.4533 -0.0614 -1.9705  -0.42
C -7.4151 -1.5643 -2.3059  -0.53
H -9.1934 1.1549 -2.0084  0.20
H -9.1032 0.2491 -3.4224  0.18
H -7.3849 0.1945 -0.9132  0.22
H -6.7386 0.4389 -2.6240  0.22
H -6.5701 -2.0171 -1.7871  0.24
H -7.2727 -1.6009 -3.3859  0.24
O 0.9344 -3.7967 -3.5165  -0.58
C 1.3599 -3.5818 -4.6464  0.79
O 1.9835 -4.5695 -5.3203  -0.50
C 2.6160 -4.2702 -6.5613  -0.07
C 2.0685 -2.8793 -6.7096  -0.43
C 1.7028 -2.3342 -5.3634  -0.53
H 2.2125 -4.9083 -7.3476  0.21
H 3.6866 -4.2211 -6.3625  0.19
H 1.1942 -2.8534 -7.3600  0.21
H 2.7637 -2.1514 -7.1279  0.22
H 1.0509 -1.4670 -5.2588  0.25
H 2.6212 -1.9567 -4.9138  0.24

Calculated values
- Multiplicity: 1
- Total energy: -36844.3585 eV
- Gap between HOMO and LUMO: 2.600 eV

Entry 2:
Computed, not measured: a cluster of 4 separate species, C3H12O4 in total, with the ωB97M-V functional and the def2-TZVPD basis.

Last column: natural (NBO) charge in e.
Atoms and positions in Å:
C -1.8647 -2.6844 -1.6167  -0.65
C -1.3082 -1.9874 -0.3464  -0.26
C -0.1072 -1.3888 -0.3762  0.12
O 0.0568 -0.0257 0.0381  -0.76
H -1.7118 -2.0204 -2.4705  0.22
H -2.9342 -2.6894 -1.4050  0.22
H -1.4187 -3.6700 -1.6203  0.22
H -1.8889 -2.0277 0.5871  0.21
H 0.8344 -1.6975 -0.8173  0.16
H 0.5712 -0.1201 0.8641  0.51
O -0.7065 2.5774 -1.2473  -0.95
H -0.3565 1.6953 -1.0968  0.49
H -1.6492 2.3944 -1.3630  0.46
O 3.0112 1.1981 0.6510  -0.95
H 2.3363 1.5858 0.0952  0.48
H 3.8513 1.1963 0.1973  0.47
O 0.3384 1.0635 2.5294  -0.94
H 0.8534 1.8103 2.9027  0.47
H -0.4420 1.6429 2.4267  0.47

Calculated values
- Multiplicity: 1
- SMILES: C/C=C/O.O.O.O
- Total energy: -11493.0853 eV
- Gap between HOMO and LUMO: 9.111 eV

Entry 3:
Computed, not measured: an isolated molecule of C24H23N3O3S3, with the ωB97M-V functional and the def2-TZVPD basis.

Last column: natural (NBO) charge in e.
Atoms and positions in Å:
C -1.0238 -0.3461 3.7567  -0.63
C 0.4296 -0.5993 4.1369  -0.09
C 0.6944 -0.1817 5.5784  -0.62
C 1.3622 0.1725 3.1882  -0.46
C 1.4698 -0.4507 1.8397  -0.02
C 1.8988 -1.7380 1.7274  -0.18
S 1.9897 -2.2894 0.0772  0.45
C 1.4323 -0.7450 -0.4694  0.06
N 1.2658 -0.4547 -1.7735  -0.57
C 0.7645 0.7132 -2.0385  0.33
S 0.5320 1.2022 -3.7009  0.32
C 0.9460 -0.3254 -4.6069  -0.61
C -0.2122 -1.3092 -4.4657  0.66
O -1.2007 -1.2511 -5.1612  -0.62
N -0.0076 -2.2351 -3.5071  -0.62
C -1.0962 -3.0418 -2.9869  -0.27
C -1.3577 -2.6782 -1.5632  0.26
C -1.2264 -3.3901 -0.4080  -0.30
C -1.5432 -2.5008 0.6483  -0.32
C -1.8321 -1.3115 0.0568  0.09
O -1.7228 -1.4060 -1.2806  -0.41
N 0.4275 1.6332 -1.0981  -0.48
C -0.1980 2.8564 -1.4925  0.21
C -1.5102 2.8330 -1.9438  -0.22
C -2.1215 4.0185 -2.3081  -0.20
C -1.4313 5.2153 -2.2109  -0.20
C -0.1266 5.2307 -1.7478  -0.19
C 0.4972 4.0501 -1.3857  -0.22
C 0.6281 1.4300 0.2869  0.67
O 0.3190 2.2899 1.0834  -0.60
C 1.1794 0.1313 0.5774  -0.24
C 2.1640 -2.5650 2.9161  -0.55
S 0.7048 -2.4396 4.0303  0.17
H -1.2664 0.7055 3.8970  0.22
H -1.1902 -0.6029 2.7140  0.22
H -1.6892 -0.9454 4.3742  0.21
H 0.5580 0.8927 5.6871  0.21
H 0.0070 -0.6914 6.2492  0.22
H 1.7104 -0.4362 5.8733  0.21
H 0.9893 1.1928 3.0879  0.26
H 2.3621 0.2110 3.6336  0.22
H 1.0397 -0.0069 -5.6440  0.26
H 1.8877 -0.7109 -4.2237  0.24
H 0.7778 -2.0942 -2.8821  0.42
H -1.9671 -2.8377 -3.6184  0.25
H -0.8412 -4.1033 -3.0463  0.21
H -0.9435 -4.4184 -0.3179  0.23
H -1.5436 -2.7283 1.6945  0.24
H -2.1228 -0.3581 0.4538  0.21
H -2.0395 1.8940 -2.0093  0.23
H -3.1407 4.0060 -2.6626  0.22
H -1.9137 6.1391 -2.4924  0.22
H 0.4091 6.1640 -1.6657  0.22
H 1.5113 4.0494 -1.0168  0.23
H 3.0366 -2.2160 3.4738  0.23
H 2.2741 -3.6220 2.6857  0.24

Calculated values
- Multiplicity: 1
- SMILES: CC1(C)Cc2c(sc3nc(SCC(=O)NCc4ccco4)n(-c4ccccc4)c(=O)c23)CS1
- Total energy: -68381.3252 eV
- Gap between HOMO and LUMO: 8.352 eV

Entry 4:
Computed, not measured: a structure of composition C28H84HfN6O12, with the ωB97M-V functional and the def2-TZVPD basis.

Last column: Löwdin charge in e.
Atoms and positions in Å:
Hf 34.4973 -14.9968 -5.0649  2.20
C 35.0949 -19.6044 -5.6126  -0.03
C 34.1078 -18.5236 -6.0599  -0.32
O 34.2471 -17.2469 -5.4535  -0.32
H 36.0800 -19.2799 -5.9432  0.06
H 34.8280 -20.5734 -6.0336  0.08
H 34.9935 -19.6625 -4.5277  0.06
H 33.0762 -18.8678 -6.1641  0.09
H 34.2202 -18.4247 -7.1483  0.11
C 38.2358 -17.1581 -5.6476  -0.09
C 37.9570 -15.7897 -6.2094  -0.32
O 36.5936 -15.3852 -6.1184  -0.38
H 37.9631 -17.9861 -6.3060  0.05
H 37.7493 -17.3617 -4.6947  0.07
H 39.3137 -17.3244 -5.7076  0.09
H 38.3011 -15.7973 -7.2445  0.13
H 38.5551 -15.0980 -5.6138  0.12
O 30.7379 -20.1827 -6.6730  -0.04
H 31.4855 -19.9313 -7.2211  0.00
H 30.3883 -19.3511 -6.3420  0.02
O 33.0141 -15.9660 -3.2564  -0.13
H 32.4053 -16.7410 -3.1932  0.05
H 33.0432 -15.6072 -2.3600  0.09
O 32.2190 -15.4332 -5.8662  -0.10
H 31.6272 -16.1974 -5.8184  0.10
H 31.7451 -14.7888 -6.4115  0.09
O 36.5453 -22.7265 -3.6783  -0.06
H 36.5065 -23.0571 -2.7773  0.04
H 36.4362 -21.7768 -3.5875  -0.02
C 29.6003 -16.9034 -8.1528  -0.03
C 30.5527 -16.8414 -9.3782  -0.37
C 30.8156 -15.4325 -9.8987  -0.24
O 29.6420 -14.8035 -10.3216  -0.17
C 29.8908 -13.5993 -10.9985  -0.11
N 31.8416 -17.5740 -9.1118  0.04
H 29.8535 -17.7580 -7.5254  0.04
H 28.5335 -16.8938 -8.3663  0.09
H 29.7351 -16.0193 -7.5176  0.06
H 30.1428 -17.4420 -10.1897  0.15
H 31.3945 -15.5234 -10.8252  0.13
H 31.3298 -14.7596 -9.1981  0.11
H 29.9630 -13.6791 -12.0847  0.10
H 30.6421 -12.9201 -10.5884  0.09
H 28.9749 -13.0183 -10.8639  0.09
H 32.2735 -17.7947 -10.0050  0.08
H 32.5477 -16.8994 -8.8189  0.05
C 30.7789 -18.5206 -0.8478  -0.04
C 32.1007 -19.0532 -1.3691  -0.40
C 32.2300 -20.5555 -1.3196  -0.19
O 32.2099 -20.9215 0.0730  -0.19
C 32.2752 -22.3126 0.3058  -0.10
N 32.0826 -18.6801 -2.8109  0.03
H 30.5512 -17.4683 -1.0124  0.08
H 30.7600 -18.6729 0.2327  0.09
H 29.9683 -19.1468 -1.2255  0.10
H 32.9781 -18.5347 -0.9773  0.13
H 33.2198 -20.9136 -1.6147  0.12
H 31.3971 -21.0789 -1.7965  0.13
H 32.5522 -22.3981 1.3597  0.09
H 33.0768 -22.8275 -0.2276  0.09
H 31.3584 -22.9062 0.3286  0.09
H 32.7443 -19.1287 -3.4394  0.06
H 31.2456 -19.2133 -3.0455  0.09
C 35.5168 -21.1565 -9.0005  -0.08
C 34.3052 -21.9484 -9.5052  -0.38
C 34.6551 -23.4646 -9.6210  -0.22
O 33.5999 -24.3028 -9.9836  -0.18
C 33.2504 -24.3311 -11.3689  -0.09
N 33.3136 -21.7142 -8.4300  0.04
H 35.8589 -21.4168 -8.0001  0.06
H 35.1643 -20.1287 -8.8425  0.06
H 36.2935 -20.9449 -9.7356  0.09
H 33.9244 -21.5780 -10.4590  0.13
H 35.0515 -23.8074 -8.6612  0.13
H 35.5698 -23.6317 -10.2009  0.13
H 32.9530 -23.4031 -11.8576  0.08
H 32.3622 -24.9426 -11.1942  0.09
H 33.9192 -24.9389 -11.9797  0.09
H 32.3611 -21.9042 -8.7263  0.08
H 33.2485 -20.7122 -8.2785  0.03
C 28.0542 -24.4528 -5.7445  -0.07
C 28.9091 -23.3549 -5.1579  -0.45
C 30.4165 -23.5835 -4.8561  -0.16
O 30.9740 -22.3904 -4.2606  -0.22
C 32.3815 -22.2901 -4.4375  -0.10
N 28.6580 -22.1566 -5.9764  0.04
H 27.0126 -24.1856 -5.9032  0.09
H 28.0695 -25.3945 -5.1921  0.08
H 28.5416 -24.7426 -6.6813  0.08
H 28.4995 -23.1448 -4.1633  0.13
H 30.9120 -23.8239 -5.8003  0.13
H 30.4917 -24.4113 -4.1486  0.13
H 32.8116 -23.0174 -3.7461  0.10
H 32.6377 -21.3044 -4.0415  0.04
H 32.7008 -22.3280 -5.4798  0.08
H 29.4826 -21.5913 -5.8177  0.01
H 28.7193 -22.5089 -6.9267  0.07
C 43.1559 -19.0778 -8.3461  -0.06
C 42.1479 -20.1408 -7.9414  -0.44
C 40.8492 -19.6914 -7.2905  -0.21
O 40.0912 -20.8728 -7.1660  -0.17
C 38.7067 -20.6446 -6.9832  -0.11
N 41.9143 -21.0127 -9.1061  0.04
H 44.1479 -19.5289 -8.3165  0.08
H 43.2348 -18.2253 -7.6663  0.07
H 42.9674 -18.6318 -9.3219  0.08
H 42.5501 -20.8594 -7.2180  0.14
H 40.2919 -18.9701 -7.9054  0.12
H 40.9583 -19.0680 -6.3964  0.10
H 38.2908 -20.4468 -7.9754  0.09
H 38.3738 -19.8949 -6.2615  0.04
H 38.0748 -21.4710 -6.6482  0.09
H 41.3375 -21.7113 -8.6409  0.06
H 42.7609 -21.5701 -9.1792  0.08
C 40.6013 -19.7134 -3.1052  -0.08
C 39.4994 -20.4609 -2.4349  -0.42
C 38.1523 -19.6975 -2.5245  -0.17
O 36.9929 -20.3850 -1.9806  -0.18
C 36.0230 -19.3986 -1.5712  -0.09
N 39.4191 -21.7524 -3.1331  0.05
H 40.7022 -18.7976 -2.5099  0.08
H 40.4084 -19.3709 -4.1239  0.06
H 41.5280 -20.2832 -3.0919  0.09
H 39.7516 -20.5857 -1.3810  0.15
H 37.9904 -19.4036 -3.5671  0.10
H 38.2856 -18.7572 -1.9837  0.11
H 36.4765 -18.5023 -1.1496  0.09
H 35.2325 -19.8427 -0.9669  0.08
H 35.4340 -19.0812 -2.4419  0.05
H 39.2414 -21.5535 -4.1105  0.06
H 40.3331 -22.1801 -3.0634  0.08

Calculated values
- Multiplicity: 1
- Total energy: -65189.0438 eV
- Total charge: +2
- Gap between HOMO and LUMO: 1.613 eV